{
  "formula": "C2H4N2S",
  "method": "the ωB97M-V functional and the def2-TZVPD basis",
  "gap_ev": [7.618, 7.196],
  "s2": 2.02,
  "spin_multiplicity": 3,
  "de_lowest_kj_mol": 146.38,
  "energy_ha": -586.14127,
  "species": ["C", "C", "N", "N", "S", "H", "H", "H", "H"],
  "coordinates": [[1.030, 0.976, 0.395], [-1.249, 0.123, -0.172], [1.896, 1.670, 0.725], [0.209, 0.042, -0.077], [0.860, -1.742, -0.384], [-1.537, 0.943, -0.832], [-1.623, -0.944, -0.591], [-1.633, 0.434, 0.861], [2.048, -1.502, 0.074]]
}